(1)
{
  "formula": "BH4NS",
  "method": "ωB97M-V/def2-TZVPD",
  "elements": ["B", "N", "S", "H", "H", "H", "H"],
  "positions_angstrom": [[-0.165770, 0.102061, -0.218685], [-0.625740, -0.941878, 0.568419], [1.068235, 2.069719, 0.472614], [-0.190917, 0.268020, -1.435992], [-0.616313, -1.924877, 0.295272], [-0.482820, -0.684521, 1.571945], [0.915885, 2.249247, -0.735259]],
  "atomic_forces_ev_per_a": [[1.3, 2.0, -0.8], [1.1, 1.5, 1.3], [-1.5, -3.4, 3.0], [0.0, -0.4, 1.0], [-0.3, 0.6, 0.3], [-0.3, -1.2, -1.1], [-0.3, 0.9, -3.7]],
  "homo_lumo_gap_ev": 9.2,
  "spin_multiplicity": 1,
  "lumo_energy_ev": 0.40,
  "largest_force_ha_per_bohr": 0.0932
}

=====

(2)
{
  "formula": "C4H12O2S2",
  "method": "ωB97M-V/def2-TZVPD",
  "elements": ["C", "S", "O", "C", "H", "H", "H", "H", "H", "H", "C", "S", "O", "C", "H", "H", "H", "H", "H", "H"],
  "positions_angstrom": [[-2.167550, -2.612900, 0.649250], [-1.659550, -1.428900, 1.777250], [-0.193550, -1.641900, 2.028250], [-1.625550, 0.173100, 1.005250], [-1.488550, -2.492900, -0.119750], [-3.148550, -2.174900, 0.491250], [-2.120550, -3.582900, 1.132250], [-1.221550, 1.120100, 1.656250], [-2.566550, 0.583100, 0.679250], [-1.240550, 0.282100, 0.098250], [2.477450, -0.005900, -0.596750], [1.659450, 0.988100, -1.837750], [0.433450, 0.199100, -2.174750], [1.356450, 2.569100, -1.138750], [2.326450, -0.872900, -0.933750], [1.989450, 0.172100, 0.465250], [3.375450, 0.224100, -0.512750], [0.597450, 2.525100, -0.284750], [0.797450, 3.141100, -1.711750], [2.419450, 2.836100, -0.671750]],
  "atomic_forces_ev_per_a": [[-1.1, 0.8, 0.3], [2.2, 1.6, 3.7], [-0.2, -0.4, 0.0], [-1.9, 3.1, 3.0], [1.0, -0.3, -2.3], [-0.6, -0.9, -0.9], [-0.3, 0.1, 0.0], [-0.6, -3.1, -0.9], [-1.5, -0.3, 0.7], [3.1, -0.5, -3.9], [-7.9, 6.1, 4.7], [0.6, -1.2, -2.3], [-0.4, 0.7, 0.5], [2.4, -2.8, 6.6], [-1.2, -7.1, -2.4], [0.7, -0.7, -2.1], [8.3, 2.1, 0.5], [1.2, -0.5, -0.3], [-1.3, 3.2, -3.7], [-2.4, 0.2, -1.4]],
  "homo_lumo_gap_ev": 9.2,
  "spin_multiplicity": 1,
  "lumo_energy_ev": 0.70,
  "largest_force_ha_per_bohr": 0.2138
}

=====

(3)
{
  "formula": "C21H12F6IrN6O6S2Se",
  "method": "ωB97M-V/def2-TZVPD",
  "elements": ["Ir", "O", "C", "N", "C", "C", "C", "C", "C", "C", "N", "C", "O", "C", "C", "C", "C", "C", "N", "C", "C", "C", "C", "C", "N", "H", "H", "H", "H", "H", "H", "H", "H", "H", "H", "H", "H", "F", "C", "F", "F", "S", "O", "O", "N", "S", "O", "O", "C", "F", "F", "F", "Se", "C", "N"],
  "positions_angstrom": [[-0.397981, 0.211811, 0.595300], [-3.736632, -2.431146, -0.227508], [-2.925374, -1.540689, -0.051142], [-1.634105, -1.698583, 0.365477], [-1.006056, -2.884536, 0.490519], [-1.566725, -4.140076, 0.179532], [-0.850007, -5.292450, 0.360603], [0.459240, -5.247949, 0.858439], [1.052715, -4.051032, 1.158059], [0.361979, -2.835906, 0.979753], [0.862911, -1.607562, 1.222290], [2.078297, -1.370454, 1.799611], [2.843363, -2.211291, 2.235280], [2.441563, 0.082914, 1.872079], [3.767344, 0.408618, 2.140141], [4.150867, 1.736733, 2.126484], [3.190842, 2.692593, 1.835374], [1.884118, 2.286603, 1.605221], [1.517663, 1.013483, 1.645171], [-3.319794, -0.112558, -0.276201], [-4.497226, 0.128566, -0.975371], [-4.890229, 1.437848, -1.183831], [-4.117131, 2.455993, -0.647048], [-2.962752, 2.124048, 0.046197], [-2.564810, 0.870506, 0.216552], [-2.576099, -4.183322, -0.196370], [-1.297952, -6.244320, 0.124993], [1.004185, -6.165431, 1.011518], [2.061192, -4.019336, 1.535893], [4.463681, -0.395683, 2.314230], [5.177041, 2.020037, 2.311759], [3.451628, 3.735872, 1.765512], [1.120388, 3.012819, 1.363960], [-5.065519, -0.719902, -1.331642], [-5.791551, 1.659740, -1.734540], [-4.400091, 3.489817, -0.767128], [-2.352800, 2.896348, 0.494282], [0.013942, 3.736779, -1.166574], [-0.303478, 3.072008, -2.280740], [0.212157, 3.699038, -3.324510], [-1.640735, 3.143740, -2.400878], [0.237958, 1.251365, -2.121842], [1.043320, 1.257645, -0.915928], [-0.997001, 0.531331, -1.972566], [1.043941, 0.909804, -3.397585], [2.550130, 1.432740, -3.237455], [3.287158, 1.334245, -4.442936], [2.596891, 2.659149, -2.506456], [3.275720, 0.098345, -2.092160], [2.386694, -0.867050, -1.829854], [3.681147, 0.593147, -0.922702], [4.328486, -0.489462, -2.655068], [-1.157426, 0.096998, 3.304936], [-2.740186, 0.943815, 3.316969], [-3.754897, 1.484241, 3.381903]],
  "atomic_forces_ev_per_a": [[-0.4, -0.8, 1.4], [0.1, 0.3, -0.1], [-0.2, -0.5, 0.0], [0.9, 0.7, 0.0], [0.0, 0.2, 0.1], [-0.3, -0.5, -0.1], [-0.4, 0.3, -0.1], [0.4, 0.4, 0.2], [0.4, -0.5, 0.1], [-0.1, 0.2, 0.0], [-0.8, 0.5, -0.5], [0.2, -0.4, 0.2], [0.0, 0.3, 0.0], [0.7, 0.1, 0.3], [-0.2, -0.1, 0.0], [-0.2, 0.0, -0.1], [-0.1, -0.1, 0.0], [0.2, 0.5, 0.1], [-0.2, -0.5, -0.5], [-0.8, 0.0, -0.2], [0.3, -0.1, 0.2], [0.2, 0.1, 0.2], [0.0, -0.3, 0.0], [-0.2, 0.5, 0.2], [0.4, -0.6, -0.2], [0.1, 0.0, 0.1], [-0.1, -0.1, -0.1], [0.1, -0.1, 0.0], [-0.1, 0.0, 0.0], [0.0, -0.1, 0.1], [0.0, 0.0, 0.0], [-0.1, 0.1, 0.0], [-0.1, 0.0, 0.0], [0.0, 0.1, 0.0], [-0.1, 0.0, 0.0], [0.1, 0.1, 0.0], [0.1, 0.0, 0.0], [0.2, -0.2, 0.1], [-0.5, 0.4, -0.2], [0.1, -0.3, 0.1], [0.2, -0.3, 0.0], [-0.9, 1.0, -1.4], [-0.1, -0.1, 1.4], [0.0, -0.3, -0.4], [-0.3, -0.1, 0.0], [1.1, 0.0, 0.1], [-0.1, -0.4, -0.4], [0.3, 0.3, 0.2], [0.3, -0.5, 0.1], [-0.1, -0.1, -0.1], [0.0, 0.3, -0.1], [0.0, 0.2, -0.3], [0.9, -0.4, -0.4], [-0.2, 0.2, 0.0], [-0.5, 0.3, -0.1]],
  "homo_lumo_gap_ev": [7.6, 5.6],
  "spin_multiplicity": 6,
  "lumo_energy_ev": [-0.89, -3.13],
  "largest_force_ha_per_bohr": 0.0381
}

=====

(4)
{
  "formula": "C24H7F15GeN2O11P2SW",
  "method": "ωB97M-V/def2-TZVPD",
  "elements": ["W", "C", "C", "N", "C", "C", "N", "C", "O", "O", "C", "O", "O", "H", "H", "H", "H", "H", "O", "P", "O", "O", "O", "P", "O", "O", "O", "H", "H", "F", "C", "C", "C", "F", "C", "F", "C", "F", "C", "F", "Ge", "S", "C", "C", "F", "C", "F", "C", "F", "C", "F", "C", "F", "C", "C", "F", "C", "F", "C", "F", "C", "F", "C", "F"],
  "positions_angstrom": [[1.956095, -0.243548, 0.401034], [-1.141833, -0.245499, 3.052945], [0.136748, -0.999078, 3.122861], [1.093564, -1.162867, 2.203417], [2.021350, -2.027617, 2.747094], [1.650631, -2.382961, 4.002958], [0.466929, -1.734186, 4.198346], [2.186842, -3.240512, 5.119146], [3.324217, -3.870667, 4.925493], [1.533229, -3.293292, 6.118229], [3.177805, -2.355678, 1.935123], [4.132713, -2.990453, 2.222058], [3.043326, -1.748442, 0.670538], [-1.027345, 0.754041, 3.475933], [-1.897758, -0.774318, 3.631894], [-1.500764, -0.156283, 2.030760], [-0.060939, -1.831060, 5.061821], [3.750179, -3.691179, 4.068478], [5.295232, 0.331878, 1.337864], [4.305662, 1.516141, 1.660147], [4.644104, 2.449651, 2.702775], [2.920543, 0.765598, 1.795306], [4.106605, 2.223764, 0.184242], [3.378831, 1.721898, -1.102848], [3.620848, 0.066064, -0.983976], [3.597105, 2.404519, -2.343911], [1.889946, 1.423807, -0.601307], [6.176538, 0.440439, 1.728244], [4.048312, -0.496608, -1.651594], [-2.131986, -2.534588, -2.521468], [-3.052920, -2.116319, -1.644059], [-2.834383, -0.913328, -0.983658], [-3.783759, -0.505329, -0.055371], [-3.603086, 0.632261, 0.630026], [-4.920374, -1.249401, 0.192706], [-5.809843, -0.845009, 1.081531], [-5.115880, -2.440424, -0.497828], [-6.189627, -3.155981, -0.264945], [-4.176794, -2.884698, -1.423503], [-4.363204, -4.020556, -2.065986], [-1.270066, 0.095054, -1.447354], [0.394296, -1.394262, -0.656508], [-0.885320, 0.257071, -3.332155], [0.385360, 0.324571, -3.885129], [1.466196, 0.281137, -3.084324], [0.594914, 0.445417, -5.241926], [1.822026, 0.508914, -5.729782], [-0.503399, 0.493817, -6.092234], [-0.319851, 0.608572, -7.385356], [-1.790921, 0.419264, -5.576578], [-2.831553, 0.458551, -6.382328], [-1.962563, 0.298122, -4.210260], [-3.201403, 0.203433, -3.725789], [-1.136168, 1.775781, -0.467995], [-0.404123, 2.095059, 0.648068], [0.399676, 1.122747, 1.269472], [-0.381799, 3.331696, 1.250577], [0.363615, 3.551880, 2.319380], [-1.172043, 4.337278, 0.703675], [-1.184924, 5.526645, 1.253005], [-1.945450, 4.072793, -0.420879], [-2.697616, 5.014599, -0.941023], [-1.912945, 2.804634, -0.979697], [-2.672797, 2.547050, -2.045375]],
  "atomic_forces_ev_per_a": [[-0.1, -0.2, 0.8], [0.0, 0.0, 0.0], [-0.1, -0.1, 0.0], [0.4, 0.3, 0.2], [0.3, -0.1, 0.0], [0.0, 0.0, 0.0], [0.0, 0.0, 0.0], [-0.1, 0.1, 0.0], [0.1, 0.0, 0.0], [0.0, 0.0, 0.0], [0.3, 0.0, 0.0], [-0.1, -0.1, -0.1], [-0.2, 0.4, 0.0], [0.0, 0.0, 0.0], [0.0, 0.0, 0.0], [0.0, 0.0, 0.0], [0.0, 0.0, 0.0], [0.0, 0.0, 0.0], [0.0, 0.1, 0.0], [0.3, 0.3, 0.2], [0.0, 0.1, -0.1], [-0.5, -0.6, -0.7], [0.3, 0.0, -0.1], [-0.4, 0.1, 0.0], [0.1, -0.1, 0.0], [0.1, -0.2, -0.1], [0.2, -0.2, 0.4], [0.0, 0.0, 0.0], [0.1, 0.0, 0.1], [0.0, 0.0, 0.0], [0.0, 0.1, 0.0], [0.1, 0.0, 0.1], [0.1, 0.0, -0.1], [0.0, 0.0, 0.0], [0.0, 0.0, 0.0], [0.0, 0.0, 0.0], [0.0, 0.0, 0.0], [0.0, 0.0, 0.0], [0.0, 0.0, 0.0], [0.0, 0.0, 0.0], [-0.2, 0.2, -0.3], [-0.2, 0.2, -0.4], [0.0, -0.1, 0.1], [-0.1, 0.1, 0.0], [0.0, -0.1, 0.0], [0.0, 0.0, 0.0], [0.0, 0.0, 0.0], [0.0, 0.0, 0.0], [0.0, 0.0, 0.0], [0.0, 0.0, 0.0], [0.0, 0.0, 0.0], [0.1, -0.1, 0.0], [-0.1, 0.1, 0.0], [0.1, -0.1, -0.1], [0.0, 0.1, 0.0], [-0.3, -0.1, 0.0], [0.0, 0.0, 0.0], [0.0, 0.0, 0.0], [0.0, 0.0, 0.0], [0.0, 0.0, 0.0], [0.0, 0.0, 0.0], [0.0, 0.0, 0.0], [0.0, -0.1, 0.0], [0.0, 0.0, 0.0]],
  "homo_lumo_gap_ev": 5.4,
  "spin_multiplicity": 1,
  "charge": 2,
  "lumo_energy_ev": -9.53,
  "largest_force_ha_per_bohr": 0.0205
}